[1]
Here is a molecular structure, C27H48OP2Sr at a distorted geometry from OMol25. Energies are from ωB97M-V/def2-TZVPD.

ORCA input file:
```
! RIJCOSX wB97M-V def2-TZVPD def2/J DEFGRID3
* xyz 0 1
P -1.5775 1.1634 -0.4290
P 1.1682 -0.4046 -1.0078
C -0.6569 1.4915 -1.9862
C 0.2668 0.3521 -2.4257
H -0.0763 2.4007 -1.7962
H -1.3802 1.7416 -2.7693
H -0.3101 -0.4614 -2.8859
H 0.9821 0.7287 -3.1665
C 2.7178 0.5633 -0.9447
H 3.3571 0.1012 -0.1748
H 2.4922 1.5902 -0.6217
H 3.2476 0.5770 -1.9096
C 1.7840 -2.0328 -1.5428
H 2.3609 -1.9915 -2.4775
H 0.9344 -2.7230 -1.6536
H 2.4219 -2.4237 -0.7330
C -2.2365 2.7905 0.0714
H -2.9673 2.6568 0.8819
H -2.7108 3.2790 -0.7895
H -1.4081 3.4017 0.4499
C -3.1294 0.4274 -1.0800
H -2.9357 -0.5860 -1.4536
H -3.5193 1.0631 -1.8875
H -3.8609 0.3674 -0.2613
Sr -0.2331 -0.6211 1.6043
C 0.9745 1.0481 -6.0840
C 1.7605 1.9252 -5.4431
C 1.7668 3.4182 -5.5724
C 0.4472 4.0727 -6.0529
C -0.7610 3.7390 -5.2273
C -1.5785 2.6756 -5.3548
C -1.5190 1.5934 -6.3889
C -0.1390 1.3437 -7.0470
C -2.1591 0.1961 3.2151
H 1.1819 -0.0227 -5.9485
H 2.5757 1.5278 -4.8240
H 2.5665 3.7294 -6.2687
H 2.0442 3.8504 -4.5968
H 0.5945 5.1648 -6.0017
H 0.2992 3.8409 -7.1134
H -1.0164 4.4908 -4.4721
H -2.4552 2.6268 -4.7025
H -2.2407 1.8108 -7.1970
H -1.8696 0.6560 -5.9268
H -0.2534 0.4678 -7.7075
H 0.0991 2.1861 -7.7056
H -2.4670 -0.6502 3.8624
H -3.0516 0.6383 2.7555
H -1.6964 0.9513 3.8727
C -0.2965 -5.3579 2.9857
C -0.7381 -3.9005 2.8914
C -2.2494 -3.8095 2.6951
C -0.2524 -3.1478 4.1180
C -0.8091 -3.3703 5.3738
C -0.4062 -2.6084 6.4782
C 0.5005 -1.5526 6.3121
C 1.0882 -1.2936 5.0814
C 2.0037 -0.0967 4.8762
C 1.3760 1.2243 5.3196
C 3.3353 -0.3314 5.5828
C 0.7893 -2.1644 3.9743
O 1.3209 -1.9417 2.7919
H -0.7250 -5.8359 3.8726
H 0.7927 -5.4184 3.0637
H -0.6112 -5.9109 2.0973
H -0.2518 -3.4783 1.9968
H -2.7879 -4.2237 3.5573
H -2.5993 -2.7769 2.5537
H -2.5308 -4.3837 1.8047
H -1.5823 -4.1323 5.5033
H -0.8299 -2.8107 7.4564
H 0.7289 -0.9185 7.1734
H 2.2195 -0.0123 3.8030
H 1.1289 1.2197 6.3883
H 2.0865 2.0380 5.1344
H 0.4566 1.4458 4.7621
H 3.8053 -1.2445 5.2064
H 4.0121 0.5076 5.4025
H 3.1913 -0.4460 6.6619
*
```

Calculated values
Highest occupied orbital energy: -6.33 eV
Orbital gap: 6.286 eV
ΔE to the lowest compared entry with this formula, charge and spin: 0.0 kcal per mole

Atomic partial charges in e from the Löwdin method, atoms 1 to 8: 0.742 0.742 -0.432 -0.410 0.083 0.055 0.086 0.053

[2]
Here is a gas-phase ion, C27H49BrN (charge +1) from OMol25. Energies are from ωB97M-V/def2-TZVPD.

ORCA input file:
```
! RIJCOSX wB97M-V def2-TZVPD def2/J DEFGRID3
* xyz 1 1
C -5.8012 1.7661 3.1924
C -4.6053 1.8508 2.2450
C -4.9807 1.5839 0.7894
C -5.6136 2.7962 0.1198
C -6.2852 2.4964 -1.2277
C -5.3651 2.6502 -2.4385
C -4.5266 1.4163 -2.7649
C -5.3447 0.2500 -3.3329
C -4.4552 -0.7649 -4.0565
C -3.8757 -1.8570 -3.1206
C -2.3448 -1.8797 -3.1677
C -1.7053 -3.1525 -2.5878
C -1.0080 -3.0046 -1.2351
C -0.0118 -1.8590 -1.1228
C 1.2830 -2.0957 -1.9190
C 2.4380 -2.6774 -1.0816
C 3.6914 -1.7929 -1.0707
C 4.5997 -2.1393 0.1237
C 5.2976 -0.9619 0.7288
C 5.8467 0.0845 -0.0036
C 6.5066 1.1282 0.6403
C 7.0911 2.2527 -0.1367
C 6.6052 1.0908 2.0302
C 6.0407 0.0521 2.7602
C 6.1155 -0.0130 4.2503
C 5.0224 0.7648 5.0274
C 5.5702 1.2971 6.3619
Br 4.2239 2.2101 4.0050
N 5.4150 -0.9328 2.0776
H -5.6372 2.3688 4.0820
H -5.9634 0.7492 3.5380
H -6.7165 2.1178 2.7256
H -3.8631 1.1181 2.5562
H -4.1530 2.8360 2.3292
H -4.0600 1.3294 0.2629
H -5.6309 0.7138 0.7233
H -6.3658 3.2028 0.7947
H -4.8682 3.5749 -0.0325
H -7.1220 3.1802 -1.3462
H -6.6960 1.4885 -1.2280
H -4.6897 3.4928 -2.2904
H -5.9540 2.9021 -3.3209
H -3.7563 1.6941 -3.4789
H -4.0397 1.0636 -1.8543
H -5.8834 -0.2424 -2.5274
H -6.0861 0.6547 -4.0200
H -3.6206 -0.2334 -4.5077
H -4.9893 -1.2190 -4.8870
H -4.2740 -2.8245 -3.4067
H -4.1926 -1.5956 -2.1124
H -2.0546 -1.8044 -4.2144
H -1.9875 -0.9680 -2.6946
H -2.5121 -3.8697 -2.4431
H -1.0515 -3.6119 -3.3224
H -1.7232 -2.9633 -0.4183
H -0.4385 -3.9227 -1.0669
H 0.2575 -1.7618 -0.0710
H -0.4284 -0.8977 -1.4082
H 1.1028 -2.7030 -2.8007
H 1.6080 -1.1274 -2.2988
H 2.1017 -2.8390 -0.0583
H 2.7075 -3.6603 -1.4618
H 4.2334 -2.0289 -1.9811
H 3.4203 -0.7417 -1.0905
H 4.0505 -2.6638 0.9029
H 5.3740 -2.8216 -0.2238
H 5.7749 0.0916 -1.0787
H 7.6578 1.8886 -0.9861
H 7.7535 2.8549 0.4726
H 6.2818 2.8896 -0.4858
H 7.1051 1.8834 2.5613
H 7.1115 0.2875 4.5497
H 6.0202 -1.0563 4.5531
H 4.2295 0.0698 5.2681
H 5.2687 0.6278 7.1620
H 5.2052 2.2912 6.5804
H 6.6551 1.3262 6.3688
H 5.0146 -1.7005 2.6005
*
```

Calculated values
Highest occupied orbital energy: -11.80 eV
SMILES string: CCCCCCCCCCCCCCCCCCc1cc(C)cc(C[C@@H](C)Br)[nH+]1
Orbital gap: 8.169 eV

Atomic partial charges in e from the Löwdin method, atoms 1 to 8: -0.110 -0.267 -0.234 -0.206 -0.199 -0.212 -0.211 -0.210

[3]
Here is 2 unconnected molecules or ions with the total composition C27H49N4O7 from OMol25. Energies are from ωB97M-V/def2-TZVPD.

ORCA input file:
```
! RIJCOSX wB97M-V def2-TZVPD def2/J DEFGRID3
* xyz 1 1
C 6.6858 -1.5107 1.8403
C 5.7251 -1.1040 0.7106
C 4.3412 -1.7486 0.8355
C 3.2759 -0.9139 0.1645
O 2.0074 -1.2105 0.8398
N 0.9225 -0.9787 0.0598
C 0.3080 0.1688 0.0166
N 0.8263 1.2405 0.6770
C 0.5301 1.5204 1.8403
O 0.3594 1.8448 2.9223
C -0.8690 0.1416 -0.9163
C -0.7595 1.3782 -1.8394
C -1.2320 2.7203 -1.2760
C -2.6924 3.0641 -1.5484
C -2.1914 0.0285 -0.1492
C -3.3967 -0.1994 -1.0831
C -3.9184 -1.6509 -1.1019
C -5.3808 -1.7565 -0.6925
N -5.4959 -1.7294 0.7683
C -5.2451 -3.0448 1.3920
C -6.7691 -1.1995 1.1798
C -6.7288 -0.3412 2.4087
O -7.7768 -1.4038 0.5593
C -0.5195 -1.1446 -1.7020
C 0.2547 -2.0172 -0.7449
C 1.1579 -3.0503 -1.4011
O 0.3703 -3.8540 -2.2170
C 0.0725 -5.1582 -1.7072
C -0.6758 -5.9246 -2.7677
O -0.7136 -2.6874 0.1092
C -0.2005 -3.3205 1.1178
N 0.2564 -3.8815 2.0121
H 7.2091 -0.6492 2.2438
H 6.1610 -1.9844 2.6672
H 7.4400 -2.2122 1.4956
H 6.1759 -1.4011 -0.2335
H 5.6309 -0.0190 0.7025
H 4.3636 -2.7262 0.3578
H 4.0805 -1.8825 1.8833
H 3.4641 0.1539 0.2653
H 3.1779 -1.1477 -0.8935
H -1.2850 1.1619 -2.7681
H 0.2998 1.4745 -2.0888
H -0.6140 3.5011 -1.7140
H -1.0609 2.7684 -0.2007
H -2.9303 2.9565 -2.6046
H -2.8702 4.1032 -1.2819
H -3.3835 2.4677 -0.9607
H -2.1541 -0.8155 0.5331
H -2.3484 0.9167 0.4616
H -3.1604 0.1027 -2.1012
H -4.2027 0.4495 -0.7509
H -3.3157 -2.2890 -0.4566
H -3.8362 -2.0540 -2.1125
H -5.8330 -2.6508 -1.1279
H -5.9304 -0.9103 -1.0979
H -4.3360 -3.0290 1.9914
H -6.0732 -3.3426 2.0289
H -5.1153 -3.8015 0.6214
H -6.7215 0.6996 2.0903
H -5.8178 -0.5223 2.9703
H -7.6076 -0.5299 3.0157
H -1.3609 -1.6876 -2.1168
H 0.1518 -0.8760 -2.5156
H 1.7284 -3.6156 -0.6601
H 1.8668 -2.5159 -2.0347
H 0.9988 -5.6609 -1.4229
H -0.5425 -5.0881 -0.8075
H -1.4403 -5.2783 -3.1931
H -1.1942 -6.7581 -2.3017
H -0.0228 -6.2893 -3.5526
C 3.2582 3.5370 1.3032
O 4.4605 4.2619 1.3648
C 4.7469 4.9885 0.1767
C 4.3416 6.4406 0.2833
O 2.9392 6.5871 0.4313
C 2.5286 6.8375 1.7641
H 3.0115 3.2287 2.3206
H 2.4386 4.1436 0.9051
H 3.3737 2.6395 0.6777
H 4.2432 4.5263 -0.6793
H 5.8250 4.9280 0.0086
H 4.6327 6.9513 -0.6387
H 4.8678 6.9187 1.1149
H 2.7520 7.8687 2.0541
H 3.0100 6.1570 2.4708
H 1.4504 6.6901 1.8049
*
```

Calculated values
Highest occupied orbital energy: -11.27 eV
Orbital gap: 7.414 eV
ΔE to the lowest compared entry with this formula, charge and spin: 0.0 kcal per mole

Atomic partial charges in e from the Löwdin method, atoms 1 to 8: -0.088 -0.237 -0.170 -0.130 -0.007 0.068 -0.112 0.276

[4]
Here is a molecular structure, C27H50BCrN11O3S3 at a distorted geometry from OMol25. Energies are from ωB97M-V/def2-TZVPD.

ORCA input file:
```
! RIJCOSX wB97M-V def2-TZVPD def2/J DEFGRID3
* xyz 2 5
Cr 0.4396 0.6159 -0.2529
C -1.7204 -4.9823 -3.1550
C -1.2629 -3.5335 -2.9686
C 0.2560 -3.5110 -3.1148
C -1.8965 -2.6170 -4.0172
N -1.7412 -3.0629 -1.6167
C -3.0656 -3.2705 -1.2628
C -3.2391 -2.7866 -0.0233
N -2.0360 -2.2707 0.4018
B -1.8975 -1.7547 1.8600
N -2.4062 -0.2902 2.0094
C -2.9877 0.1054 3.1927
C -3.4857 1.3420 3.0226
N -3.2118 1.7300 1.7231
C -2.5385 0.7168 1.1245
S -1.9321 0.6521 -0.5033
C -3.7165 3.0186 1.1198
C -4.7654 2.6586 0.0673
C -4.3541 3.8680 2.2148
C -2.5578 3.8137 0.5181
N -0.4472 -1.9598 2.3717
C -0.0349 -3.2053 2.7948
C 1.1846 -3.0730 3.3476
N 1.5340 -1.7350 3.2709
C 0.5290 -1.0802 2.6433
S 0.4773 0.5910 2.1675
C 2.7851 -1.1501 3.8694
C 2.3949 -0.0689 4.8770
C 3.6540 -0.5738 2.7479
C 3.5626 -2.2484 4.5875
C -1.1356 -2.4182 -0.5862
S 0.4931 -1.8046 -0.5132
H -1.3553 -5.3448 -4.1152
H -2.8040 -5.0874 -3.1587
H -1.3102 -5.6182 -2.3689
H 0.5093 -4.0352 -4.0365
H 0.7486 -4.0220 -2.2884
H 0.6497 -2.4990 -3.1851
H -1.4748 -2.8372 -4.9986
H -1.7061 -1.5665 -3.7793
H -2.9768 -2.7593 -4.0744
H -3.7753 -3.7375 -1.9201
H -4.1171 -2.7724 0.6007
H -2.6134 -2.4327 2.5421
H -3.0089 -0.5342 4.0594
H -4.0012 1.9703 3.7243
H -5.5784 2.0889 0.5209
H -4.3316 2.0696 -0.7402
H -5.1830 3.5715 -0.3593
H -5.2431 3.3969 2.6365
H -4.6625 4.8128 1.7709
H -3.6436 4.0910 3.0128
H -2.0941 3.2970 -0.3127
H -1.7968 4.0073 1.2774
H -2.9409 4.7708 0.1613
H -0.6478 -4.0839 2.6775
H 1.8178 -3.8204 3.7875
H 1.8418 0.7422 4.4085
H 3.3002 0.3564 5.3124
H 1.7882 -0.4937 5.6782
H 3.2368 0.3652 2.3859
H 3.7457 -1.2971 1.9320
H 4.6544 -0.3723 3.1330
H 2.9666 -2.7219 5.3687
H 4.4265 -1.7884 5.0639
H 3.9270 -3.0088 3.8937
N 1.5250 3.5229 -2.5123
C 2.6100 2.7572 -3.2065
C 3.6275 2.1246 -2.2343
C 3.3767 0.6905 -1.7234
N 2.6043 0.6298 -0.4410
C 2.7184 -0.2051 -2.7693
C 1.5304 0.4429 -3.4717
N 0.3784 0.6077 -2.5287
C 1.9718 1.7409 -4.1425
H 1.8307 4.0866 -1.6810
H 0.8522 2.9052 -2.0553
H 1.0386 4.1412 -3.1594
H 3.1532 3.4906 -3.7995
H 3.7837 2.8007 -1.3865
H 4.5797 2.0967 -2.7651
H 4.3620 0.2735 -1.5136
H 3.0237 1.2724 0.2268
H 2.7679 -0.2967 -0.0452
H 2.4125 -1.1384 -2.2937
H 3.4576 -0.4549 -3.5344
H 1.2227 -0.2233 -4.2795
H -0.1102 -0.2866 -2.5017
H -0.2977 1.2623 -2.9194
H 1.1335 2.2088 -4.6702
H 2.6971 1.4609 -4.9074
O 1.7928 4.5181 -0.1757
N 1.4198 3.4933 0.4459
O 0.5450 2.6813 -0.1370
O 2.7318 3.8859 2.1195
N 2.0364 3.0887 1.5345
*
```

Calculated values
Highest occupied orbital energy (spin up / spin down): -13.19 / -13.25 eV
Orbital gap (spin up / spin down): 7.569 / 6.668 eV
ΔE to the lowest compared entry with this formula, charge and spin: 17.1 kcal per mole

Atomic partial charges in e from the Löwdin method, atoms 1 to 8: 0.232 -0.021 -0.528 -0.068 -0.011 0.027 -0.017 -0.017

[5]
Here is a molecular structure, C27H50BN3O2P2RuSSe4 at a distorted geometry from OMol25. Energies are from ωB97M-V/def2-TZVPD.

ORCA input file:
```
! RIJCOSX wB97M-V def2-TZVPD def2/J DEFGRID3
* xyz -1 2
Ru -0.8110 -0.1394 -0.3877
C -5.1622 -2.4028 -1.5623
C -3.7379 -1.8997 -1.8265
C -2.7906 -3.1039 -1.7978
C -3.6431 -1.2896 -3.2287
P -3.1017 -0.6581 -0.5702
C -3.6037 -1.4152 1.0806
N -2.6162 -0.9322 2.0183
B -1.3885 -0.3639 1.5382
N -0.7269 0.1742 2.6968
C 0.5652 0.8081 2.5891
P 0.7387 1.1008 0.7473
C 2.3145 2.0163 0.5195
C 2.4851 3.1020 1.5865
C 3.4439 0.9955 0.5994
C 2.2782 2.6475 -0.8726
C 4.6306 1.2634 -3.5469
C 6.0597 1.6744 -3.5446
C 3.6756 1.9011 -4.4912
C 4.2275 -0.0338 -2.9458
C -1.5148 -0.0603 3.8131
C -1.3306 0.2610 5.1425
C -2.3296 -0.0813 6.0587
C -3.4840 -0.7315 5.6472
C -3.6774 -1.0691 4.3041
C -2.6953 -0.7375 3.3916
C -4.1879 0.8677 -0.6543
C -5.6752 0.6100 -0.8982
C -3.6363 1.7774 -1.7580
C -4.0813 1.5807 0.7027
H -5.3629 -3.2393 -2.2381
H -5.9219 -1.6450 -1.7448
H -5.2908 -2.7771 -0.5454
H -3.1684 -3.8575 -2.4974
H -2.7235 -3.5636 -0.8103
H -1.7825 -2.8271 -2.0995
H -3.8840 -2.0626 -3.9654
H -2.6295 -0.9320 -3.4285
H -4.3379 -0.4645 -3.3796
H -3.5850 -2.5070 1.0040
H -4.6173 -1.1147 1.3635
H 1.3824 0.1497 2.9090
H 0.6217 1.7364 3.1656
H 2.6309 2.6707 2.5798
H 1.6263 3.7795 1.6229
H 3.3736 3.6960 1.3470
H 3.4804 0.4977 1.5701
H 4.3945 1.5170 0.4410
H 3.3392 0.2090 -0.1585
H 1.5250 3.4363 -0.9174
H 2.0292 1.9152 -1.6427
H 3.2586 3.0790 -1.0988
H 6.1750 2.7483 -3.7153
H 6.6391 1.1680 -4.3365
H 6.5434 1.4207 -2.5972
H 3.8963 2.9606 -4.6528
H 2.6484 1.8043 -4.1282
H 3.7021 1.4148 -5.4803
H 4.9137 -0.3659 -2.1610
H 4.1560 -0.8455 -3.6878
H 3.2243 0.0572 -2.5335
H -0.4307 0.7691 5.4681
H -2.1973 0.1663 7.1045
H -4.2450 -0.9855 6.3743
H -4.5758 -1.5828 3.9832
H -5.8794 0.2132 -1.8912
H -6.2008 1.5660 -0.8126
H -6.1025 -0.0662 -0.1546
H -3.7184 1.3170 -2.7443
H -2.5915 2.0266 -1.5866
H -4.1980 2.7157 -1.7621
H -4.7058 1.0982 1.4587
H -4.4178 2.6132 0.5910
H -3.0636 1.6113 1.0827
Se 0.0158 -2.3217 0.1603
Se 1.8722 -2.4512 -1.2867
Se 0.7843 -1.9522 -3.2953
Se 0.0447 0.2318 -2.9214
C 5.4650 -3.9841 2.1100
C 5.0965 -2.6190 1.5778
C 6.2443 -1.7197 1.1677
O 3.9462 -2.2804 1.4454
H 6.1407 -3.8949 2.9625
H 5.9944 -4.5436 1.3349
H 4.5645 -4.5213 2.3959
H 6.6457 -2.0823 0.2175
H 7.0561 -1.7494 1.8967
H 5.8904 -0.7047 1.0311
O -2.2311 3.9167 0.2663
S -1.1425 3.2819 1.0442
N -0.5418 2.0116 0.2471
*
```

Calculated values
Highest occupied orbital energy (spin up / spin down): -3.53 / -3.54 eV
Orbital gap (spin up / spin down): 4.829 / 4.844 eV
ΔE to the lowest compared entry with this formula, charge and spin: 6.4 kcal per mole

Atomic partial charges in e from the Löwdin method, atoms 1 to 8: 0.286 -0.094 -0.674 -0.141 -0.100 1.040 -0.247 -0.020